Arrangement 1

A cluster of 11 separate species, H22O11 in total, computed with the ωB97M-V functional and the def2-TZVPD basis.

```
! RIJCOSX wB97M-V def2-TZVPD def2/J DEFGRID3
* xyz 0 1
O 0.08745 -0.03344 3.01074
O -0.49175 -0.43227 0.26074
O 2.76243 2.66125 2.77831
O -4.66779 0.11242 1.66114
O 3.70514 2.70115 -0.12293
O -1.38198 0.01795 -2.61923
O -1.43125 -4.52128 1.97097
O -0.91387 -5.57424 -2.59058
O -3.64496 2.44637 0.43900
O 4.03706 -0.30566 -1.71141
O 1.87546 1.48662 -2.58547
H -0.65444 -0.54667 2.67136
H 2.29265 2.36155 3.56474
H -0.31338 -4.87763 -2.30225
H -3.11525 1.72670 0.07778
H 2.98379 3.31103 -0.31448
H -4.73894 -0.00191 2.61553
H -4.55356 2.13873 0.34525
H 2.94617 1.84993 2.29148
H -1.13478 0.30676 -1.73353
H -1.51364 -5.12945 -3.20003
H -0.69120 0.38029 -3.18538
H 0.11602 0.01062 -0.34213
H 4.44796 3.27656 0.09179
H -0.22744 0.87723 2.98794
H 1.34431 2.29085 -2.57688
H 2.66921 1.72454 -2.09319
H -0.75982 -1.22522 -0.21712
H 4.11958 0.64560 -1.84286
H 3.54222 -0.60679 -2.48175
H -0.69209 -4.52646 1.35242
H -4.50681 1.05612 1.54935
H -1.49651 -3.60123 2.25069
*
```

HOMO-LUMO gap (eV): 11.0
SMILES string: O.O.O.O.O.O.O.O.O.O.O

Atomic partial charges in e from the natural (NBO) method, atoms 1 to 2:
1. O -0.940
2. O -0.945

=====

Arrangement 2

A cluster of 11 separate species, H22O11 in total, computed with the ωB97M-V functional and the def2-TZVPD basis.

```
! RIJCOSX wB97M-V def2-TZVPD def2/J DEFGRID3
* xyz 0 1
O -1.91619 4.31527 0.05372
O 2.90296 1.70000 -2.76874
O 3.35679 0.18538 1.02816
O -0.94813 -3.05871 -0.03435
O -0.48288 -0.21687 -2.31432
O 3.08467 -2.98332 -1.54244
O -5.14479 0.80187 -0.32698
O -1.14223 -3.45546 3.10722
O 0.05110 -0.02388 0.81835
O -2.54330 -1.13742 -1.55795
O 2.15224 2.86040 3.08829
H 0.16595 -0.87916 -2.05092
H 2.02595 2.33105 2.29279
H 2.44682 -2.76526 -0.85354
H 3.57632 2.29358 -2.41766
H -0.46230 -3.78449 -0.44203
H 3.16271 0.43763 0.11838
H 1.76340 3.71391 2.86620
H -0.64360 -0.46654 0.31791
H -1.66469 -3.12202 3.84535
H 2.17560 1.77278 -2.14054
H -0.56579 -0.33578 -3.26720
H 3.74493 0.97885 1.41381
H -0.43103 -2.84141 0.74947
H -0.04904 0.90623 0.58628
H -5.95355 1.32431 -0.37121
H -1.23717 4.98002 0.21506
H -1.63031 -1.25694 -1.84282
H -4.54067 1.25365 -0.92692
H -2.47671 -1.00874 -0.60506
H 3.76497 -2.30617 -1.45500
H -2.01098 3.86634 0.90134
H -0.53107 -4.07911 3.51531
*
```

HOMO-LUMO gap (eV): 9.6
SMILES string: O.O.O.O.O.O.O.O.O.O.O

Atomic partial charges in e from the natural (NBO) method, atoms 1 to 2:
1. O -0.934
2. O -0.934

=====

Arrangement 3

A cluster of 11 separate species, H22O11 in total, computed with the ωB97M-V functional and the def2-TZVPD basis.

```
! RIJCOSX wB97M-V def2-TZVPD def2/J DEFGRID3
* xyz 0 1
O 3.51719 -1.53008 2.39130
O 0.15192 3.67549 0.79757
O -2.07044 -0.67491 0.92787
O 2.91604 -1.67853 -2.90996
O -1.76773 -1.81461 -1.84311
O -2.48686 3.21869 -2.95880
O -3.63350 -1.32199 3.38961
O 1.58492 -3.56316 0.18527
O -0.34236 -0.77217 -0.32495
O 0.45576 1.49200 2.67223
O 1.65495 2.72917 -2.49050
H -0.66704 -0.04914 0.22349
H 0.37231 3.29471 -0.06000
H 2.20884 -4.07830 0.70905
H -2.82739 -0.83001 3.58227
H 1.63617 -2.67800 0.56326
H -3.34680 3.65370 -2.94282
H 2.21463 -2.32299 -3.05722
H -2.04115 -1.18632 0.11142
H -1.37684 -0.94589 -1.69639
H 3.24788 -0.78014 1.84904
H 0.57633 1.97074 1.84442
H 0.26420 2.18258 3.31674
H -0.33063 -1.53060 0.26972
H 1.23352 1.97378 -2.91568
H -2.71466 -1.64089 -1.88941
H 2.47980 2.84162 -2.97628
H 3.39411 -2.02246 -2.14698
H -1.56095 -1.20232 1.55337
H 3.08381 -1.37481 3.23810
H 0.79956 4.37961 0.91494
H -2.32765 2.98003 -2.03864
H -4.15717 -0.71420 2.85542
*
```

HOMO-LUMO gap (eV): 10.4
SMILES string: O.O.O.O.O.O.O.O.O.O.O

Atomic partial charges in e from the natural (NBO) method, atoms 1 to 2:
1. O -0.947
2. O -0.959

=====

arrangement 1 is favored, and the nearest alternative lies 9.5 kcal/mol above it.

=====

Arrangement 1

A cluster of 2 separate species, C9H16N3O in total, computed with the ωB97M-V functional and the def2-TZVPD basis.

```
! RIJCOSX wB97M-V def2-TZVPD def2/J DEFGRID3
* xyz 1 1
O 1.24628 0.13071 0.75008
N 1.63465 -0.36449 -1.95782
N 2.04717 -2.47242 -3.22054
N 1.48957 -2.41088 -0.83538
C -3.79263 1.63505 2.42310
C 1.63957 0.36550 -3.12145
C -2.42984 1.25105 1.93664
C 0.09120 0.62610 1.19270
C -0.97834 0.35863 0.22729
C -0.08987 1.10936 2.46371
C -1.38014 1.49889 2.83808
C -2.25897 0.67365 0.68569
C 1.71075 -1.70534 -2.00794
H -3.96609 2.82520 2.30554
H -3.84469 1.67739 3.61876
H 2.69516 0.70169 -3.40520
H 2.03940 0.17341 1.36577
H 1.54657 -3.41950 -0.80713
H -0.82906 -0.40661 -0.64316
H 1.62052 -2.31065 -3.98444
H 0.71600 1.34357 3.18571
H -1.67067 2.09909 3.64163
H 1.41957 -1.96516 -0.00473
H -4.69948 1.04033 2.03411
H 3.05973 -2.76261 -3.23575
H 1.10165 0.07196 -4.11430
H 1.44076 0.07960 -0.97961
H -3.12868 0.26090 0.15619
H 1.25885 1.40291 -2.86467
*
```

HOMO-LUMO gap (eV): 8.0

Atomic partial charges in e from the natural (NBO) method, atoms 1 to 2:
1. O -0.738
2. N -0.562

=====

Arrangement 2

A cluster of 2 separate species, C9H16N3O in total, computed with the ωB97M-V functional and the def2-TZVPD basis.

```
! RIJCOSX wB97M-V def2-TZVPD def2/J DEFGRID3
* xyz 1 1
O 1.25410 -0.93304 3.28910
N 2.12427 -0.33409 -2.90449
N -0.02759 -0.87910 -1.83998
N 0.59102 1.25975 -2.18349
C 0.86830 0.81452 1.69002
C -1.71123 -0.33728 1.23825
C 0.94274 -0.07762 -2.27505
C -0.20349 1.45804 0.98954
C -1.43881 0.94751 0.68593
C -0.79128 -0.93147 2.01440
C 0.49152 -0.36708 2.25714
C -2.52529 1.95380 0.47283
C 0.07309 -2.32305 -2.03378
H 1.77738 1.32268 1.95373
H 1.05722 -2.66480 -2.36855
H -0.99556 -1.80159 2.63894
H -0.03513 -2.95062 -1.14885
H -2.37975 2.95940 0.90907
H -0.24833 1.40330 -1.65184
H -0.62378 -2.62061 -2.79310
H -3.48158 1.59607 0.81587
H 2.31314 0.48423 -3.50744
H -2.69372 -0.74345 1.22955
H 2.30529 -1.16886 -3.45336
H -2.70489 2.08438 -0.61686
H -0.74231 -0.70416 -1.05405
H 1.18337 2.03205 -2.39049
H 0.35795 2.25335 0.36627
H 2.17954 -1.03667 2.89064
*
```

HOMO-LUMO gap (eV): 8.9

Atomic partial charges in e from the natural (NBO) method, atoms 1 to 2:
1. O -0.675
2. N -0.766

=====

arrangement 2 is favored, and the nearest alternative lies 21.1 kcal/mol above it.

=====

Arrangement 1

A structure of composition C5H10N3, computed with the ωB97M-V functional and the def2-TZVPD basis.

```
! RIJCOSX wB97M-V def2-TZVPD def2/J DEFGRID3
* xyz 1 3
N -0.37304 0.51578 -2.25865
N -0.24324 -0.29316 -0.07537
N 0.90656 0.56177 -0.42686
C 0.77700 0.76811 -1.77929
C -2.27645 -0.72076 -1.46781
C -1.08371 -0.14933 -1.33962
C -0.97534 0.18889 1.07875
C 2.12737 0.36016 0.21857
H 2.70084 -0.48993 -0.01367
H -2.98836 -0.55561 -2.27458
H -1.38994 -0.63479 1.60038
H 2.65681 1.20370 -0.04113
H 2.01691 0.29463 1.20168
H -1.84191 0.68122 0.89268
H 0.02412 -1.52696 0.14111
H -2.76317 -1.40388 -0.91167
H 1.51233 1.18506 -2.38544
H -0.30912 0.84363 1.76430
*
```

HOMO-LUMO gap (spin up / spin down) (eV): 6.7 / 8.4

Atomic partial charges in e from the natural (NBO) method, atoms 1 to 2:
1. N -0.320
2. N -0.259

=====

Arrangement 2

A cluster of 2 separate species, C5H10N3 in total, computed with the ωB97M-V functional and the def2-TZVPD basis.

```
! RIJCOSX wB97M-V def2-TZVPD def2/J DEFGRID3
* xyz 1 3
N -2.37498 0.07626 -0.78159
N 0.24420 -0.57519 -0.43773
N 0.01386 1.73126 -0.00191
C -0.66482 0.52186 0.13191
C 1.23495 1.49080 -0.69906
C 1.42180 0.17759 -0.87861
C 0.49340 -1.81064 0.28086
C -0.09239 1.09001 1.32528
H -2.68125 1.04267 -0.95683
H 0.87053 -1.48651 1.17835
H -0.41716 -0.97022 -1.11596
H -0.72423 1.59771 2.02811
H 0.68515 0.58444 1.82404
H 1.92038 2.23791 -0.96462
H -0.46988 -2.48243 0.53086
H 1.08442 -2.55745 -0.17188
H -2.83307 -0.24355 0.05107
H 2.28908 -0.42453 -1.34227
*
```

HOMO-LUMO gap (spin up / spin down) (eV): 7.9 / 7.2

Atomic partial charges in e from the natural (NBO) method, atoms 1 to 2:
1. N -0.562
2. N -0.453

=====

arrangement 1 is favored, and the nearest alternative lies 34.5 kcal/mol above it.

=====

Arrangement 1

The ion C5H11N with charge -1, computed with the ωB97M-V functional and the def2-TZVPD basis.

```
! RIJCOSX wB97M-V def2-TZVPD def2/J DEFGRID3
* xyz -1 2
N 0.08808 -1.95586 0.19416
C 1.17392 -2.88059 0.54084
C -1.32783 2.65217 -0.19762
C 0.49166 -0.64634 -0.13889
C -0.17537 1.69010 -0.69693
C -0.08217 0.51922 0.19579
H 1.40843 -0.63917 -0.75036
H -1.83594 3.14926 -1.03094
H -0.91782 3.27826 0.58855
H -0.50563 0.34070 1.26321
H -0.49145 1.45733 -1.71327
H 1.39852 -2.87387 1.60558
H 2.10829 -2.62210 0.02673
H 0.94853 -3.89659 0.15898
H 0.77461 2.26215 -0.65670
H -2.15648 2.02925 0.20851
H -0.89935 -1.86390 0.40237
*
```

HOMO-LUMO gap (spin up / spin down) (eV): 2.2 / 7.5

Atomic partial charges in e from the natural (NBO) method, atoms 1 to 2:
1. N -0.656
2. C -1.048

=====

Arrangement 2

A structure of composition C5H11N, computed with the ωB97M-V functional and the def2-TZVPD basis.

```
! RIJCOSX wB97M-V def2-TZVPD def2/J DEFGRID3
* xyz -1 2
N -0.02146 2.16566 0.28221
C -0.99351 0.22311 -1.65190
C -0.33523 -0.23086 -0.32511
C 0.31838 0.87630 0.48496
C 1.17211 0.36973 1.58192
C -0.20031 -1.75501 -0.18535
H -1.01130 1.29585 -1.57356
H -1.21446 -2.31649 -0.09256
H -0.92735 0.24573 0.56722
H 1.84501 -0.53900 1.37329
H 1.78904 1.16018 1.89564
H 0.57785 0.13463 2.46963
H 0.69306 2.78683 -0.01914
H -0.31120 0.16002 -2.49085
H 0.04288 -2.14705 -1.17000
H -1.92135 -0.34544 -1.84475
H 0.49784 -2.08419 0.69833
*
```

HOMO-LUMO gap (spin up / spin down) (eV): 3.6 / 6.4

Atomic partial charges in e from the natural (NBO) method, atoms 1 to 2:
1. N -1.037
2. C -0.663

=====

Arrangement 3

The ion C5H11N with charge -1, computed with the ωB97M-V functional and the def2-TZVPD basis.

```
! RIJCOSX wB97M-V def2-TZVPD def2/J DEFGRID3
* xyz -1 2
N -1.85079 -0.12902 -0.10294
C 0.42854 -1.87510 0.29457
C 1.89805 0.15347 0.35762
C -0.53072 0.36289 -0.20029
C 0.51285 -0.38728 0.19945
C -0.50340 1.79937 -0.59748
H 2.35903 -0.22876 1.27616
H 1.34852 -2.45487 0.39716
H -0.03517 -2.23386 -0.62971
H 2.10248 1.22127 0.31074
H 0.46618 2.08239 -1.04052
H -1.31700 1.97804 -1.28962
H -0.18795 -2.24886 1.14212
H -2.50854 0.60827 0.12654
H -0.53639 2.51870 0.23035
H 2.48202 -0.17346 -0.52193
H -1.95367 -0.90796 0.53247
*
```

HOMO-LUMO gap (spin up / spin down) (eV): 2.7 / 7.9

Atomic partial charges in e from the natural (NBO) method, atoms 1 to 2:
1. N -0.896
2. C -0.711

=====

arrangement 3 is favored, and the nearest alternative lies 39.1 kcal/mol above it.